Molecular formula: C31H46O9S
Method: DFT, the ωB97M-V functional and the def2-TZVPD basis

CARTESIAN COORDINATES (ANGSTROEM)
C (0.532, -2.469, 2.737)
C (1.797, -1.653, 2.478)
C (1.642, -0.625, 1.347)
C (0.364, 0.197, 1.420)
C (-0.621, -0.157, 0.503)
C (-1.808, 0.543, 0.466)
C (-2.039, 1.608, 1.335)
C (-1.072, 1.955, 2.301)
S (-1.577, 3.268, 3.426)
C (-0.698, 3.168, 4.966)
O (-1.303, 4.529, 2.790)
O (-2.957, 3.085, 3.804)
C (0.158, 1.254, 2.332)
C (1.303, 1.573, 3.272)
C (2.197, 2.718, 2.825)
O (1.535, 3.973, 2.871)
C (2.094, 4.919, 2.077)
C (1.158, 6.005, 1.676)
O (3.247, 4.868, 1.759)
C (-3.362, 2.302, 1.107)
O (-3.506, 3.487, 1.059)
C (-4.501, 1.388, 0.816)
C (-5.773, 1.609, 1.320)
C (-6.791, 0.726, 0.977)
C (-6.530, -0.350, 0.126)
C (-5.260, -0.581, -0.384)
C (-4.245, 0.305, -0.027)
C (-2.860, 0.129, -0.512)
O (-2.583, -0.341, -1.582)
H (0.760, -3.251, 3.457)
H (-0.241, -1.830, 3.158)
H (0.158, -2.916, 1.820)
H (2.569, -2.353, 2.154)
H (2.158, -1.221, 3.406)
H (1.704, -1.109, 0.384)
H (2.467, 0.083, 1.425)
H (-0.440, -0.966, -0.185)
H (-1.399, 3.566, 5.692)
H (0.206, 3.760, 4.979)
H (-0.538, 2.131, 5.236)
H (1.988, 0.740, 3.252)
H (1.001, 1.647, 4.309)
H (3.139, 2.717, 3.367)
H (2.458, 2.515, 1.785)
H (0.699, 6.420, 2.569)
H (1.716, 6.765, 1.146)
H (0.350, 5.600, 1.076)
H (-5.965, 2.461, 1.955)
H (-7.800, 0.857, 1.335)
H (-7.327, -1.022, -0.158)
H (-5.019, -1.400, -1.041)
C (2.710, -3.077, -3.139)
C (3.577, -1.993, -2.518)
C (5.041, -2.179, -2.878)
O (3.421, -1.997, -1.095)
H (3.012, -4.062, -2.773)
H (1.663, -2.934, -2.868)
H (2.792, -3.074, -4.226)
H (3.235, -1.014, -2.856)
H (5.412, -3.135, -2.501)
H (5.650, -1.397, -2.423)
H (5.189, -2.151, -3.959)
H (3.721, -2.853, -0.772)
C (-9.556, 1.516, -3.970)
C (-8.587, 0.563, -3.287)
C (-7.653, -0.097, -4.289)
O (-9.308, -0.434, -2.561)
H (-10.185, 0.975, -4.683)
H (-10.217, 1.978, -3.237)
H (-9.026, 2.304, -4.506)
H (-7.999, 1.109, -2.548)
H (-8.224, -0.687, -5.012)
H (-6.968, -0.777, -3.782)
H (-7.066, 0.644, -4.834)
H (-9.837, -0.932, -3.193)
C (9.684, -4.987, -1.393)
C (8.624, -4.123, -2.057)
C (9.053, -2.665, -2.121)
O (7.385, -4.239, -1.355)
H (9.855, -4.658, -0.364)
H (9.361, -6.027, -1.353)
H (10.631, -4.937, -1.932)
H (8.432, -4.492, -3.065)
H (9.205, -2.267, -1.114)
H (8.282, -2.060, -2.599)
H (9.982, -2.550, -2.681)
H (7.524, -3.919, -0.457)

Values from the calculation:
**Total charge**: 0
**Frontier orbital gap**: 8.93 eV
**Strongest force on any atom**: 1.9 eV/A
**HOMO level**: -0.344 Eh
**Energy**: -2284.1681 a.u.

Here are the Löwdin charges for atoms 1 to 4, given in e: -0.09 -0.24 -0.15 -0.14



Molecular formula: C4H11N3O2
Method: DFT, the ωB97M-V functional and the def2-TZVPD basis

CARTESIAN COORDINATES (ANGSTROEM)
C (0.174, -0.004, 2.067)
C (1.445, -1.310, 0.455)
N (0.513, -0.526, 0.770)
N (1.956, -2.204, 1.524)
N (1.488, -1.721, -0.868)
H (0.561, 1.202, -0.328)
H (1.064, 0.225, 2.588)
H (-0.735, -0.487, 2.596)
H (2.199, -1.770, 2.424)
H (2.667, -2.857, 1.159)
H (0.808, -1.231, -1.485)
H (1.387, -2.730, -0.933)
H (-0.331, 0.877, 1.585)
C (-2.328, 2.300, -1.787)
C (-1.319, 1.078, -1.593)
O (-0.333, 1.227, -0.825)
O (-1.415, 0.128, -2.256)
H (-1.912, 3.231, -2.284)
H (-2.506, 2.541, -0.724)
H (-3.383, 2.031, -2.086)

Values from the calculation:
**Total charge**: 0
**ΔE to the lowest compared entry with this formula, charge and spin**: 4.064 eV
**Frontier orbital gap**: 9.51 eV
**Strongest force on any atom**: 6.0 eV/A
**HOMO level**: -0.326 Eh
**Energy**: -473.6534 a.u.

Here are the Löwdin charges for atoms 1 to 4, given in e: -0.12 -0.49 -0.07 0.10



Molecular formula: C7H20N3OP
Method: DFT, the ωB97M-V functional and the def2-TZVPD basis

CARTESIAN COORDINATES (ANGSTROEM)
C (2.447, 1.516, -1.136)
C (2.378, -1.890, 0.851)
C (-1.291, 1.479, 1.668)
C (-2.918, 1.511, -0.371)
C (1.580, 0.288, -1.454)
C (1.603, -0.525, 0.853)
C (-1.490, 1.314, 0.136)
N (-2.005, -2.787, -0.270)
N (-1.465, -1.711, 0.453)
N (0.857, -0.311, -0.313)
O (-1.223, -0.576, -1.898)
P (-0.832, -0.379, -0.528)
H (3.299, 1.405, -0.393)
H (2.921, 1.715, -2.195)
H (1.798, 2.227, -0.714)
H (2.737, -1.935, 1.898)
H (1.591, -2.737, 0.906)
H (3.229, -1.930, 0.098)
H (-2.083, 2.277, 1.952)
H (-1.341, 0.560, 2.108)
H (-0.334, 1.859, 2.035)
H (-3.629, 0.841, 0.116)
H (-2.793, 1.424, -1.410)
H (-3.329, 2.514, -0.375)
H (0.796, 0.662, -2.127)
H (2.249, -0.470, -2.038)
H (0.932, -0.563, 1.668)
H (2.330, 0.227, 1.110)
H (-0.823, 2.071, -0.369)
H (-2.957, -2.652, -0.619)
H (-1.396, -3.344, -0.828)
H (-0.836, -2.081, 1.185)

Values from the calculation:
**Total charge**: 0
**ΔE to the lowest compared entry with this formula, charge and spin**: 0.448 eV
**Frontier orbital gap**: 9.40 eV
**Strongest force on any atom**: 3.9 eV/A
**HOMO level**: -0.315 Eh
**Energy**: -859.5282 a.u.

Here are the Löwdin charges for atoms 1 to 4, given in e: -0.11 -0.08 -0.11 -0.13



Molecular formula: CH4FO3P
Method: DFT, the ωB97M-V functional and the def2-TZVPD basis

CARTESIAN COORDINATES (ANGSTROEM)
C (1.975, -1.151, -1.777)
O (-0.922, -1.085, 2.456)
O (1.498, -1.971, -2.420)
O (-1.327, -0.997, 1.112)
F (1.363, 0.527, 0.568)
P (0.545, 0.380, -0.950)
H (-0.099, -0.617, 2.736)
H (-1.086, -1.723, 0.535)
H (-0.253, 1.467, -0.502)
H (1.391, 1.259, -1.538)

Values from the calculation:
**Total charge**: 0
**ΔE to the lowest compared entry with this formula, charge and spin**: 4.423 eV
**Frontier orbital gap (alpha / beta)**: 6.50 / 7.60 eV
**Strongest force on any atom**: 2.7 eV/A
**HOMO level (alpha / beta)**: -0.239 / -0.413 Eh
**Energy**: -707.1372 a.u.
**Spin multiplicity**: 3

Here are the Löwdin charges for atoms 1 to 4, given in e: -0.21 -0.09 0.01 -0.13



Molecular formula: C6H6N2
Method: DFT, the ωB97M-V functional and the def2-TZVPD basis

CARTESIAN COORDINATES (ANGSTROEM)
C (0.168, -0.125, 0.547)
C (-0.365, 1.291, -0.179)
C (-1.230, 0.589, -1.350)
C (-1.912, -0.509, -2.032)
C (1.447, -0.330, 0.868)
C (2.666, 0.396, 0.536)
H (-0.749, -1.768, 1.493)
H (-1.734, -0.878, 0.470)
H (-1.134, 1.945, 0.392)
H (0.498, 1.781, -0.515)
H (-2.642, -1.048, -2.747)
H (2.090, -1.038, 1.608)
N (-0.811, -0.980, 0.999)
N (3.708, 0.675, -0.090)

Values from the calculation:
**Total charge**: 0
**ΔE to the lowest compared entry with this formula, charge and spin**: 6.876 eV
**Frontier orbital gap**: 8.93 eV
**Strongest force on any atom**: 10.8 eV/A
**HOMO level**: -0.320 Eh
**Energy**: -341.4699 a.u.

Here are the Löwdin charges for atoms 1 to 4, given in e: -0.32 -0.06 -0.06 0.07



Molecular formula: C17H11I2IrN4O2S
Method: DFT, the ωB97M-V functional and the def2-TZVPD basis

CARTESIAN COORDINATES (ANGSTROEM)
Ir (1.520, 0.630, 0.064)
N (4.535, -2.256, 0.829)
C (3.502, -1.508, 0.341)
S (3.813, 0.154, -0.094)
N (2.355, -2.086, 0.139)
N (1.497, -1.220, -0.551)
C (0.849, -1.714, -1.538)
C (0.113, -0.937, -2.502)
C (-0.792, -1.571, -3.363)
C (-1.394, -0.885, -4.392)
C (-1.050, 0.455, -4.595)
C (-0.144, 1.098, -3.780)
C (0.452, 0.428, -2.692)
O (1.268, 1.086, -1.913)
H (5.191, -1.744, 1.398)
H (4.246, -3.135, 1.236)
H (0.964, -2.785, -1.669)
H (-1.007, -2.623, -3.208)
H (-2.100, -1.377, -5.046)
H (-1.500, 1.003, -5.414)
H (0.124, 2.133, -3.944)
I (2.133, 0.739, 5.227)
C (0.422, 0.852, 4.067)
C (-0.843, 0.930, 4.685)
C (-1.994, 1.012, 3.956)
I (-3.818, 1.130, 4.962)
C (-1.942, 1.020, 2.537)
C (-3.048, 1.111, 1.668)
C (-2.854, 1.128, 0.315)
C (-1.555, 1.040, -0.202)
N (-0.500, 0.933, 0.580)
C (-0.669, 0.933, 1.938)
C (0.537, 0.853, 2.695)
O (1.688, 0.811, 2.055)
H (-0.888, 0.925, 5.765)
H (-4.045, 1.173, 2.083)
H (-3.684, 1.207, -0.372)
H (-1.380, 1.058, -1.268)

Values from the calculation:
**Total charge**: 0
**Frontier orbital gap**: 6.66 eV
**Strongest force on any atom**: 0.4 eV/A
**HOMO level**: -0.281 Eh
**Energy**: -2121.8683 a.u.

Here are the Löwdin charges for atoms 1 to 4, given in e: 1.23 0.07 -0.85 0.62



Molecular formula: C41H48Cl2NOP3RuS
Method: DFT, the ωB97M-V functional and the def2-TZVPD basis

CARTESIAN COORDINATES (ANGSTROEM)
P (1.134, 0.669, -2.732)
C (2.882, 0.959, -3.129)
C (3.440, 0.419, -4.287)
H (2.860, -0.240, -4.918)
C (4.750, 0.712, -4.630)
H (5.177, 0.283, -5.525)
C (5.510, 1.549, -3.826)
H (6.533, 1.775, -4.094)
C (4.954, 2.099, -2.680)
H (5.541, 2.753, -2.050)
C (3.644, 1.813, -2.331)
H (3.231, 2.258, -1.438)
C (0.596, -0.713, -3.776)
C (1.142, -1.972, -3.521)
H (1.899, -2.088, -2.759)
C (0.720, -3.072, -4.250)
H (1.150, -4.044, -4.051)
C (-0.240, -2.922, -5.243)
H (-0.560, -3.779, -5.819)
C (-0.777, -1.669, -5.504)
H (-1.515, -1.547, -6.285)
C (-0.364, -0.564, -4.773)
H (-0.800, 0.404, -4.963)
C (0.289, 2.179, -3.277)
C (0.717, 2.861, -4.415)
H (1.524, 2.470, -5.020)
C (0.109, 4.053, -4.772)
H (0.438, 4.579, -5.658)
C (-0.912, 4.579, -3.990)
H (-1.378, 5.514, -4.269)
C (-1.321, 3.913, -2.844)
H (-2.102, 4.329, -2.222)
C (-0.721, 2.715, -2.487)
H (-1.015, 2.200, -1.584)
Ru (0.177, -0.768, 1.697)
C (-1.562, -1.602, 1.204)
C (-1.985, -1.598, -0.090)
H (-2.161, -2.079, 1.975)
C (-1.042, -0.979, -1.071)
O (-1.679, -0.048, -1.970)
H (-0.980, 0.327, -2.521)
C (0.123, -0.366, -0.302)
H (-0.638, -1.738, -1.747)
C (1.049, 0.345, -1.006)
Cl (-0.193, -1.536, 4.000)
Cl (2.352, 0.376, 1.931)
P (1.410, -2.773, 1.402)
C (2.274, -3.321, 2.909)
H (1.544, -3.725, 3.603)
H (2.745, -2.461, 3.373)
H (3.023, -4.075, 2.674)
C (0.397, -4.221, 0.929)
H (-0.072, -4.032, -0.033)
H (-0.381, -4.347, 1.677)
H (0.992, -5.130, 0.869)
C (2.730, -2.732, 0.140)
H (3.219, -1.763, 0.183)
H (2.291, -2.853, -0.846)
H (3.463, -3.518, 0.306)
P (-3.454, -2.346, -0.669)
C (-4.165, -3.429, 0.592)
C (-3.132, -3.334, -2.155)
H (-4.430, -2.853, 1.473)
H (-3.446, -4.192, 0.875)
H (-5.061, -3.904, 0.202)
H (-2.798, -2.680, -2.956)
H (-4.033, -3.853, -2.473)
H (-2.352, -4.061, -1.947)
C (-4.757, -1.168, -1.137)
H (-4.933, -0.482, -0.314)
H (-5.682, -1.688, -1.376)
H (-4.421, -0.605, -2.002)
H (1.927, 0.683, -0.477)
N (-0.687, 1.158, 2.180)
S (0.151, 2.310, 2.981)
C (-1.138, 3.185, 3.920)
C (-0.679, 4.209, 4.770)
C (-1.556, 4.880, 5.622)
C (-2.908, 4.540, 5.633)
C (-3.382, 3.531, 4.789)
C (-2.505, 2.850, 3.932)
C (0.660, 1.418, 4.525)
C (-0.256, 0.921, 5.487)
C (0.199, 0.281, 6.651)
C (1.565, 0.138, 6.888)
C (2.482, 0.654, 5.976)
C (2.034, 1.303, 4.817)
H (-1.561, 1.404, 1.703)
H (0.374, 4.466, 4.795)
H (-1.182, 5.652, 6.283)
H (-3.585, 5.052, 6.305)
H (-4.429, 3.263, 4.813)
H (-2.899, 2.054, 3.322)
H (-1.321, 0.994, 5.344)
H (-0.511, -0.113, 7.368)
H (1.914, -0.366, 7.782)
H (3.543, 0.556, 6.167)
H (2.775, 1.712, 4.149)

Values from the calculation:
**Total charge**: +2
**ΔE to the lowest compared entry with this formula, charge and spin**: 0.000 eV
**Frontier orbital gap (alpha / beta)**: 5.73 / 5.62 eV
**Strongest force on any atom**: 3.0 eV/A
**HOMO level (alpha / beta)**: -0.382 / -0.466 Eh
**Energy**: -4158.0319 a.u.
**Spin multiplicity**: 5

Here are the Löwdin charges for atoms 1 to 4, given in e: 1.09 -0.30 -0.08 0.11



Molecular formula: C7H11CdO6
Method: DFT, the ωB97M-V functional and the def2-TZVPD basis

CARTESIAN COORDINATES (ANGSTROEM)
O (-3.742, 1.110, -0.361)
O (-4.904, 2.274, 1.117)
O (-2.926, 1.342, 1.662)
C (-3.844, 1.558, 0.819)
C (-4.957, 2.902, 2.400)
H (-5.905, 3.445, 2.427)
H (-4.117, 3.595, 2.522)
H (-4.935, 2.146, 3.194)
Cd (-1.949, 0.365, 0.180)
C (0.936, 1.367, -0.571)
H (1.081, 2.300, -0.023)
C (0.160, 0.214, -0.041)
H (0.518, -0.158, 0.934)
O (2.238, 0.785, -0.889)
C (2.064, -0.485, -1.079)
O (0.906, -0.948, -0.845)
O (3.101, -1.206, -1.226)
C (2.944, -2.661, -1.189)
C (4.315, -3.270, -1.282)
H (2.300, -2.939, -2.032)
H (2.438, -2.912, -0.250)
H (4.818, -2.971, -2.211)
H (4.204, -4.362, -1.285)
H (4.932, -2.981, -0.422)
H (0.325, 1.489, -1.550)

Values from the calculation:
**Total charge**: +1
**Frontier orbital gap**: 10.48 eV
**Strongest force on any atom**: 4.2 eV/A
**HOMO level**: -0.510 Eh
**Energy**: -892.2130 a.u.

Here are the Löwdin charges for atoms 1 to 4, given in e: -0.12 0.02 -0.13 -0.80